# 1
ORCA calculation (ωB97M-V/def2-TZVPD) on a molecular structure, C15H27IrN7O2S.

As for the spin multiplicity: 1. As for the net charge: +3. As for the LUMO energy: -10.770 eV. Its frontier orbital gap is 0.22957 hartree. Its energy relative to the best compared isomer or geometry (same formula, charge and spin) is 88.2 kJ/mol.

Atoms and positions in Å:
C1 -3.768 -2.499 -1.509
S1 -2.095 -2.792 2.630
H1 3.978 0.483 1.202
H2 2.644 -2.715 0.895
H3 0.635 -4.080 -1.362
C2 2.409 -2.083 -1.148
H4 3.193 4.850 0.172
H5 -0.238 5.430 -0.311
H6 -4.127 -2.413 -2.526
N1 -0.953 -1.414 0.759
H7 0.834 -0.721 2.508
H8 0.717 -3.036 -2.823
H9 -5.391 -3.765 -0.895
Ir1 0.407 -0.178 -0.132
C3 -2.590 -1.858 -1.153
H10 2.481 0.801 2.145
H11 3.223 3.341 -0.735
H12 4.029 -1.798 0.250
C4 -0.853 -1.768 2.044
C5 2.944 -1.898 0.237
H13 -3.634 1.690 -0.993
H14 -2.037 -1.326 -1.918
H15 2.106 1.671 0.032
H16 -3.224 3.327 -0.705
H17 -2.032 0.171 -1.037
H18 1.134 5.927 0.680
H19 2.723 -3.041 -1.560
C6 0.838 5.358 -0.199
H20 3.017 3.340 1.055
C7 -1.659 1.997 -0.577
N2 -0.793 3.008 -0.210
H21 0.163 -1.632 3.811
H22 -1.196 3.914 -0.034
C8 -2.120 -1.984 0.159
N3 -2.929 2.364 -0.737
H23 -0.725 -3.014 -1.776
O1 0.964 -2.072 -0.991
N4 1.096 1.659 -0.034
C9 3.111 0.041 1.692
N5 0.135 -1.359 2.841
H24 2.704 -1.289 -1.836
C10 0.570 2.893 -0.101
N6 1.318 3.971 -0.042
C11 -2.849 -2.756 1.060
C12 -4.024 -3.406 0.705
H25 -4.567 -4.005 1.424
C13 2.777 3.849 0.122
C14 -4.481 -3.266 -0.591
H26 3.438 -0.663 2.457
O2 2.319 -0.676 0.707
H27 1.299 5.785 -1.088
C15 0.346 -3.129 -1.804
N7 -1.264 0.767 -0.755

The molecule's Löwdin atomic charges, reported in e, are given here: -0.030, 1.223, 0.117, 0.156, 0.124, -0.131, 0.115, 0.087, 0.129, -0.095, 0.064, 0.121, 0.132, 1.505, -0.098, 0.092, 0.117, 0.158, -0.645, -0.112, 0.147, 0.108, 0.047, 0.144, 0.044, 0.122, 0.155, 0.038, 0.106, -0.410, 0.197, 0.134, 0.151, -0.287, 0.234, 0.065, -0.360, -0.030, -0.027, 0.150, 0.149, -0.337, -0.089, -0.434, -0.034, 0.134, 0.019, -0.026, 0.122, -0.403, 0.124, 0.030, -0.010

=====

# 2
ORCA calculation (ωB97M-V/def2-TZVPD) on a single C3H6N2O molecule in a non-equilibrium geometry.

As for the spin multiplicity: 1. As for the net charge: 0. As for the LUMO energy: 0.847 eV. Its frontier orbital gap is 0.37592 hartree. Its energy relative to the best compared isomer or geometry (same formula, charge and spin) is 264.9 kJ/mol.

Atoms and positions in Å:
H1 0.441 -1.001 -1.778
O1 -1.750 -1.004 0.455
H2 1.851 1.586 0.331
H3 -1.087 -1.843 -1.860
C1 -0.694 -0.864 -0.125
C2 0.815 1.294 0.097
H4 0.461 1.755 -0.827
H5 -0.517 0.899 2.131
N1 -0.467 1.052 1.109
H6 1.000 -0.483 1.239
N2 -0.364 -1.395 -1.320
C3 0.311 0.004 0.549

The molecule's Löwdin atomic charges, reported in e, are given here: 0.101, 0.065, 0.093, 0.112, -0.539, -0.019, 0.095, 0.104, 0.055, 0.147, 0.175, -0.388

=====

# 3
ORCA calculation (ωB97M-V/def2-TZVPD) on a molecular structure, C12H30CrN4O6 in a non-equilibrium geometry.

As for the spin multiplicity: 5. As for the net charge: +2. Its expectation value of S² is 6.14. As for the LUMO energy (alpha / beta): -7.259 / -11.016 eV. Its frontier orbital gap (alpha / beta) is 0.25127 / 0.09764 hartree.

Atoms and positions in Å:
H1 1.266 1.002 1.298
H2 -2.432 4.316 -2.613
H3 -0.927 5.111 -2.152
N1 -0.661 3.198 -2.887
H4 0.577 2.873 -1.318
C1 -1.077 2.534 -4.017
O1 -0.017 -0.992 -3.920
C2 1.842 -2.669 -1.561
H5 -1.328 3.842 3.336
H6 1.404 1.475 3.016
C3 -2.733 -2.507 3.056
H7 1.984 -5.323 0.451
H8 2.558 -2.256 -2.288
H9 0.366 4.208 3.155
C4 -1.278 2.161 1.299
O2 -1.796 -1.563 -0.334
H10 4.253 -4.516 -0.704
H11 1.726 2.574 1.638
H12 1.662 -3.704 1.077
H13 -1.112 1.657 0.334
H14 -1.829 3.853 -1.137
H15 1.249 2.168 -2.725
H16 4.279 -2.981 -1.520
Cr1 -0.888 -1.077 -2.104
N2 -0.262 2.429 2.148
H17 1.444 3.839 -2.399
C5 1.688 -4.312 0.172
H18 0.013 3.043 4.197
C6 -0.345 3.385 3.226
H19 -2.176 2.552 -4.086
H20 4.148 -3.313 0.380
H21 0.629 -4.494 -0.012
O3 0.649 -2.242 -1.587
H22 0.007 -2.549 2.623
O4 -2.362 2.746 1.496
H23 0.587 -1.742 -3.758
O5 0.065 0.451 -1.388
C7 3.863 -3.499 -0.656
N3 -1.915 -2.039 1.845
C8 -2.488 -1.859 0.679
H24 -3.578 -2.008 0.643
H25 -0.318 -0.804 2.552
H26 0.079 -1.507 1.180
O6 -0.448 1.716 -4.756
C9 1.075 1.791 2.026
C10 -1.472 4.168 -2.118
C11 0.697 3.045 -2.387
H27 0.385 1.125 -0.758
C12 -0.501 -1.762 2.066
H28 -2.921 -1.695 3.759
N4 2.423 -3.636 -0.814
H29 -3.725 -2.845 2.756
H30 -2.329 -3.366 3.592

The molecule's Löwdin atomic charges, reported in e, are given here: 0.095, 0.094, 0.104, -0.154, 0.044, -0.262, -0.264, -0.177, 0.119, 0.120, 0.024, 0.115, 0.163, 0.137, -0.187, -0.140, 0.104, 0.127, 0.089, 0.132, 0.067, 0.095, 0.108, 1.177, -0.030, 0.103, -0.049, 0.130, 0.025, 0.137, 0.108, 0.105, -0.126, 0.104, 0.157, -0.016, -0.363, -0.010, -0.111, -0.225, 0.170, 0.078, 0.074, 0.009, 0.028, -0.025, -0.066, -0.047, -0.023, 0.095, -0.156, 0.093, 0.099

=====

# 4
ORCA calculation (ωB97M-V/def2-TZVPD) on a molecular structure, C22H17BrGaN3O10Te.

As for the spin multiplicity: 1. As for the net charge: 0. As for the LUMO energy: -0.435 eV. Its frontier orbital gap is 0.27236 hartree. Its energy relative to the best compared isomer or geometry (same formula, charge and spin) is 0.0 kJ/mol.

Atoms and positions in Å:
N1 3.283 -1.584 -1.243
H1 4.696 -1.228 0.925
C1 -0.266 5.812 0.948
C2 2.726 -1.457 0.120
O1 -0.860 -1.070 3.250
C3 1.257 5.282 2.726
O2 0.553 -1.857 -0.662
H2 -0.780 6.547 0.341
C4 1.335 -1.544 0.335
O3 -1.790 -3.847 -1.284
C5 -1.441 -4.565 -0.278
C6 0.602 6.227 1.943
O4 -1.506 -1.110 1.131
Ga1 -1.260 -2.164 -0.360
H3 0.765 7.283 2.113
C7 0.163 3.509 1.505
H4 -4.689 -0.823 -3.778
C8 -3.630 -0.863 -3.577
C9 3.637 -1.258 1.132
C10 -0.581 -1.193 2.087
C11 -3.131 -1.203 -2.348
C12 0.876 -1.321 1.664
O5 -3.193 -0.221 -5.771
Br1 -4.248 -1.607 -0.889
H5 -1.038 4.210 -1.358
O6 4.403 -2.039 -1.341
H6 -2.408 4.496 -0.279
H7 -2.005 -6.417 0.566
O7 2.626 -1.171 -2.178
O8 -1.036 -3.940 0.731
H8 -0.337 1.523 2.193
O9 3.651 -0.702 4.618
N2 4.103 -0.840 3.501
C13 3.148 -1.084 2.407
C14 -1.502 -6.052 -0.327
C15 -0.493 4.455 0.721
C16 -1.337 -0.600 -4.292
C17 -0.069 2.035 1.271
C18 -2.699 -0.557 -4.567
H9 -0.599 -0.359 -5.045
Te1 -1.693 1.909 -0.102
C19 1.795 -1.108 2.678
H10 1.431 -0.947 3.683
N3 -1.825 -1.247 -2.064
H11 0.105 -0.996 -2.731
H12 -2.008 -6.396 -1.223
H13 -0.482 -6.436 -0.310
C20 -0.937 -0.951 -3.026
O10 5.282 -0.795 3.217
H14 1.932 5.598 3.510
C21 -1.441 4.007 -0.367
H15 -2.473 -0.026 -6.384
H16 0.809 1.555 0.840
C22 1.037 3.934 2.506
H17 1.541 3.197 3.119

The molecule's Löwdin atomic charges, reported in e, are given here: -0.336, 0.136, -0.048, -0.043, 0.119, -0.084, -0.020, 0.113, -0.218, 0.014, -0.595, -0.087, -0.083, 0.282, 0.101, -0.279, 0.129, -0.002, 0.086, -0.539, -0.677, -0.037, 0.106, 0.934, 0.048, 0.086, 0.048, 0.098, 0.082, 0.073, 0.058, 0.084, -0.357, -0.122, 0.035, -0.291, 0.043, -0.431, -0.284, 0.131, 1.291, 0.080, 0.138, -0.017, 0.120, 0.089, 0.102, -0.050, 0.078, 0.102, -0.467, 0.125, 0.058, -0.039, 0.116

=====

# 5
ORCA calculation (ωB97M-V/def2-TZVPD) on a molecular structure, C7H17NO2 in a non-equilibrium geometry.

As for the spin multiplicity: 1. As for the net charge: 0. As for the LUMO energy: 0.730 eV. Its frontier orbital gap is 0.34714 hartree. Its energy relative to the best compared isomer or geometry (same formula, charge and spin) is 399.5 kJ/mol.

Atoms and positions in Å:
H1 2.213 0.638 -1.191
H2 -1.148 -0.896 -2.289
C1 1.530 0.246 2.021
N1 -1.016 -0.314 -0.269
H3 0.770 -1.886 -1.549
H4 0.981 -3.036 -0.224
H5 -1.248 0.462 1.673
C2 -0.318 -1.449 0.278
H6 -2.621 -1.216 -1.349
O1 -0.568 -1.824 1.412
O2 1.678 -0.070 0.677
C3 1.249 0.919 -0.784
C4 1.079 2.323 -0.302
H7 0.599 0.660 -1.616
H8 1.550 3.070 -0.948
C5 0.260 -2.408 -0.741
H9 -2.211 0.431 -1.811
H10 -1.918 1.472 0.331
C6 -1.785 -0.522 -1.491
C7 -1.759 0.462 0.716
H11 2.498 0.302 2.533
H12 1.455 2.470 0.709
H13 0.012 2.566 -0.292
H14 -2.734 0.017 0.933
H15 0.991 -0.576 2.517
H16 -0.531 -3.030 -1.164
H17 0.992 1.188 2.219

The molecule's Löwdin atomic charges, reported in e, are given here: 0.094, 0.076, -0.192, -0.213, 0.072, 0.090, 0.079, -0.498, 0.097, 0.042, -0.238, -0.042, -0.093, 0.083, 0.085, -0.004, 0.088, 0.079, -0.078, -0.070, 0.081, 0.066, 0.065, 0.090, 0.075, 0.090, 0.075

=====

# 6
ORCA calculation (ωB97M-V/def2-TZVPD) on a molecular structure, C3H7ClS2Si in a non-equilibrium geometry.

As for the spin multiplicity: 1. As for the net charge: 0. As for the LUMO energy: 0.189 eV. Its frontier orbital gap is 0.34543 hartree. Its energy relative to the best compared isomer or geometry (same formula, charge and spin) is 130.0 kJ/mol.

Atoms and positions in Å:
Si1 0.400 -0.222 -0.770
H1 1.019 -0.206 -3.055
C1 -0.858 1.165 1.271
H2 2.317 -0.284 -1.856
C2 -1.592 -0.191 1.354
H3 0.098 1.014 1.685
H4 -2.577 -0.200 0.790
H5 1.536 -1.888 -2.395
C3 1.442 -0.820 -2.187
H6 -1.387 1.824 1.823
S1 -0.600 1.660 -0.515
H7 -1.665 -0.486 2.453
Cl1 2.514 0.229 0.826
S2 -0.648 -1.595 0.575

The molecule's Löwdin atomic charges, reported in e, are given here: 0.117, 0.057, -0.585, -0.022, -0.593, -0.013, 0.079, 0.047, -0.250, 0.038, 0.613, 0.094, -0.152, 0.570

=====

Number 1: total energy -1623.112732 a.u.. Number 2: total energy -302.592184 a.u.. Number 3: total energy -2189.413535 a.u.. Number 4: total energy -6532.012118 a.u.. Number 5: total energy -482.026163 a.u.. Number 6: total energy -1664.618647 a.u..